This record from the Open Molecules 2025 dataset describes one molecule with the formula C35H40ClN2O3PS. The level of theory is wB97M-V/def2-TZVPD.

```
83
Properties=species:S:1:pos:R:3
Cl 2.2505 3.3630 2.4941
S 0.3845 1.5541 0.5794
P 3.2310 3.3555 0.6860
O 2.0853 4.0012 -0.3015
O -2.8266 -3.4001 5.5556
O -0.6808 -2.8716 5.3538
N 7.2360 0.5074 1.4810
N 0.8356 -1.3876 -0.3720
C -4.7515 1.9277 -0.3260
C -0.0134 -1.8773 4.5542
C -1.4720 -0.8726 -4.9576
C -4.3493 0.8911 -1.3818
C -0.5516 -1.4098 -4.0750
C -3.6365 -1.8566 -2.3567
C 5.9105 2.1867 2.5126
C -4.3900 4.3020 0.3481
C 0.6825 0.6647 -4.1841
C 0.5344 -0.6219 -3.7050
C -0.9991 -2.8499 -1.9686
C 4.3437 0.9785 -0.1222
C 6.3446 1.3956 1.3215
C -0.2614 1.1974 -5.0485
C 0.5693 -2.5272 3.2982
C -2.0010 1.0234 -0.5204
C -1.3376 0.4218 -5.4384
C 0.7898 -2.3173 0.7817
C -2.6409 -0.9997 -1.6203
C -4.4560 3.3725 -0.7787
C -1.9539 -2.6041 5.7534
C 3.1871 -1.0615 -0.6401
C 3.1241 1.5776 0.2166
C -0.7481 0.4974 -0.2633
C 1.9241 0.8179 0.1417
C -4.3366 5.0404 1.2980
C 5.6864 1.6701 -0.0207
C -1.3688 -1.5162 -1.3803
C 0.1691 -1.7373 2.0506
C -0.4283 -0.7858 -0.6521
C 1.9590 -0.5107 -0.2828
C 4.3514 -0.3418 -0.5648
C -2.1680 -1.3320 6.5292
C -0.6857 -2.7937 -3.5049
C -2.9747 0.2832 -1.1690
H 5.2995 -0.7838 -0.8376
H 6.1837 3.2373 2.4116
H -1.4086 -3.3768 -4.0735
H 1.2855 -1.0064 -3.0259
H 0.2278 -3.2058 0.4901
H -0.7279 -1.1084 4.2588
H -1.6035 -0.5063 6.1039
H -5.8236 1.8586 -0.1442
H 2.5639 4.4256 -1.0237
H -1.8065 -1.4664 7.5471
H 0.7569 -1.3866 5.1487
H 0.2245 -3.5573 3.2489
H 1.8052 -2.6530 0.9865
H -0.1727 2.2021 -5.4359
H -4.3948 1.3410 -2.3751
H -5.2617 3.6984 -1.4366
H 1.6574 -2.4974 3.3599
H 7.4533 0.0466 0.5974
H -3.2511 -2.2096 -3.3104
H 3.2100 -2.0890 -0.9787
H -2.3146 -1.4678 -5.2876
H -4.5827 -1.3550 -2.5104
H -3.2293 -1.1153 6.5305
H 6.3489 1.2468 -0.7744
H 5.6104 2.7397 -0.2007
H -3.8548 -2.7478 -1.7615
H 4.8304 2.1536 2.6600
H 1.5343 1.2612 -3.8883
H -4.2711 1.7186 0.6269
H -2.2022 2.0271 -0.1720
H -1.8098 -3.5575 -1.8075
H 0.2723 -3.2928 -3.6536
H 6.3857 1.7734 3.3972
H 0.5419 -0.7193 2.1781
H -0.1043 -3.2358 -1.4998
H -2.0810 0.8185 -6.1148
H -3.5170 3.3987 -1.3312
H -0.9164 -1.7263 1.9550
H -4.3453 5.6738 2.1496
H -5.0798 0.0890 -1.3278
```

## Properties
SMILES string	[H]/N=C(/C)Cc1ccc2c(c1P(O)Cl)Sc1cc(CCCC#C)c(C)c(CCc3ccccc3)c1N2CCCCOC(C)=O
energy above the lowest of the compared OMol25 structures with the same formula, charge and spin	0.000	eV
E_LUMO	0.054	eV
gap between HOMO and LUMO	7.7	eV
maximum force	0.8	eV/A
electronic energy	-2892.6501	hartree

=====

This record from the Open Molecules 2025 dataset describes C35H41CoGe2N2O2Se as an isolated structure. The level of theory is wB97M-V/def2-TZVPD.

```
84
Properties=species:S:1:pos:R:3
Se -0.5114 -2.4480 1.7575
Ge 0.3073 1.9416 1.5519
Ge 1.1441 -5.0194 2.9374
Co -0.0537 -0.3406 0.5970
O -1.7777 0.1713 1.1194
O 1.6489 -0.8295 0.0739
N -1.8586 0.8759 -1.0428
N -0.5644 0.3765 -0.9990
C 2.8589 -5.9207 2.7013
C 0.0063 -0.6173 4.8580
C -3.4934 4.6761 1.9677
C -2.4291 0.6925 0.1016
C 4.0401 2.6529 -0.2756
C -2.9550 4.0506 3.0846
C -1.7754 3.7136 0.5914
C 3.5485 -1.1171 -1.2918
C 1.5148 0.0770 -2.1099
C -6.4310 1.9804 0.7614
C -0.3710 1.2560 -3.2619
C 2.1559 -0.5981 -1.0787
C -1.2294 -3.2483 0.1371
C -3.8289 1.1147 0.3183
C 0.8639 -4.4711 4.7897
C 2.0647 0.6670 3.4911
C 0.7421 0.8231 3.0642
C 3.8856 3.9301 -0.7956
C 1.7718 2.7098 0.5560
C -0.3414 -6.1322 2.3276
C -4.5780 1.6431 -0.7320
C 1.1928 -3.3840 1.8177
C 2.6838 4.6052 -0.6328
C 0.2066 0.5560 -2.0733
C 2.9883 2.0439 0.3915
C -4.3913 1.0144 1.5865
C -1.2373 3.0704 1.7065
C 1.6336 4.0021 0.0417
C -5.6909 1.4467 1.8053
C -0.2860 0.1777 3.7594
C -2.9051 4.5078 0.7230
C 1.3228 -0.7682 5.2714
C 2.3501 -0.1227 4.5932
C -5.8731 2.0755 -0.5083
C -1.8359 3.2443 2.9555
H 2.9933 -6.2288 1.6643
H 0.0013 -3.8064 4.8606
H -7.4454 2.3162 0.9330
H 1.5495 -1.3831 6.1328
H 1.9134 -2.6568 2.1941
H -1.3407 3.5698 -0.3904
H 3.9966 -1.3865 -0.3379
H -1.4281 2.7565 3.8333
H 0.7126 4.5529 0.1842
H -1.2645 0.7340 -3.6037
H -1.3130 0.2910 3.4333
H 1.4714 -3.6086 0.7877
H 0.6737 -5.3408 5.4185
H 2.9122 -6.8099 3.3295
H 4.1651 -0.3729 -1.7954
H -2.1835 -2.7648 -0.0609
H -3.8051 0.6049 2.3975
H -3.4116 4.1857 4.0563
H -0.4443 -7.0026 2.9756
H -0.5408 -3.0753 -0.6870
H -0.7920 -1.1153 5.3932
H 3.1216 1.0521 0.8003
H 2.0720 0.2319 -3.0222
H -0.6902 2.2602 -2.9810
H 0.3572 1.3116 -4.0659
H -4.3745 5.2960 2.0684
H 1.7394 -3.9503 5.1776
H -0.1761 -6.4877 1.3100
H 3.6829 -5.2613 2.9748
H 3.5208 -2.0031 -1.9288
H -1.2830 -5.5817 2.3611
H 4.9826 2.1323 -0.3878
H -6.1262 1.3674 2.7930
H -4.1333 1.7133 -1.7154
H 2.5674 5.6083 -1.0211
H -3.3299 4.9880 -0.1485
H 2.8704 1.1771 2.9791
H -6.4531 2.4852 -1.3249
H 3.3729 -0.2294 4.9297
H -1.3789 -4.3128 0.2979
H 4.7053 4.4045 -1.3188
```

## Properties
2S+1	2
total charge	+1
<S²>	0.77
E_LUMO (spin up / spin down)	-3.719 / -3.665	eV
gap between HOMO and LUMO (spin up / spin down)	6.7 / 7.0	eV
maximum force	0.5	eV/A
electronic energy	-9556.1375	hartree

=====

This record from the Open Molecules 2025 dataset describes C35H41Cr2F13Mg2N6O37P2S2 as an isolated structure at a distorted geometry. The level of theory is wB97M-V/def2-TZVPD.

```
140
Properties=species:S:1:pos:R:3
Cr 8.4284 -30.4903 15.8053
Cr 10.1693 -31.4111 19.0363
S 5.9428 -32.4870 14.7794
S 5.5456 -28.7309 16.5781
P 10.7534 -31.7131 16.6888
P 10.7844 -28.9631 20.1135
Mg 10.6526 -28.6796 17.6618
Mg 5.7931 -29.5209 13.5002
F 6.8157 -29.0156 21.8623
F 8.1258 -32.9698 13.2007
F 1.9330 -34.5733 16.4764
F 10.2680 -29.8688 13.3088
F 1.4551 -25.2270 13.4903
F 0.9621 -27.0111 18.9171
F 6.3334 -34.0275 12.5862
F 6.8783 -22.2282 17.9675
F 2.8912 -30.8748 15.3973
F 6.6499 -26.6177 18.0514
F 7.4384 -34.7864 14.3108
F 6.5393 -26.2292 16.0284
F 4.7802 -26.2520 17.2674
O -1.9073 -29.6635 19.0681
O -0.7890 -27.9610 19.9282
O 6.8868 -23.8439 19.5288
O 11.1705 -30.3968 17.4390
O 0.4110 -29.7531 19.5909
O 5.2372 -28.3088 20.4874
O 11.4624 -28.0296 19.1046
O -0.4055 -28.4523 15.0816
O -0.0724 -30.6859 15.4139
O 11.2706 -30.4839 20.2779
O 3.5976 -23.0959 16.0161
O 6.4981 -23.3074 21.8166
O 3.4426 -24.9568 14.6377
O 9.3849 -31.3408 17.2502
O 10.5866 -32.7384 17.7321
O 5.2384 -22.5832 20.1339
O 1.5493 -29.3019 16.0069
O 5.1195 -28.6553 15.1359
O 5.4135 -31.3725 14.0081
O 9.7393 -29.5402 19.1469
O 10.2021 -28.9103 11.3100
O 7.0016 -31.9440 15.6246
O 1.9720 -24.7428 16.2788
O 8.6651 -27.4708 10.4728
O 4.7175 -37.4034 18.4160
O 7.5585 -29.6913 14.1984
O 9.7166 -27.0782 12.3926
O 4.9817 -33.3271 15.4752
O 9.9129 -31.6528 15.4545
O 3.9410 -35.4489 19.1431
O 4.6363 -29.2517 17.5384
O 9.2680 -28.7912 16.2410
O 10.0871 -28.3567 21.3543
O 3.3633 -27.0229 20.7727
O 6.8167 -29.5023 16.7435
O 5.3744 -26.3212 21.5673
O 3.0988 -36.2300 17.3143
N 6.2142 -27.4635 12.8473
N 4.0206 -29.4908 12.6274
N 6.6166 -30.1467 11.6432
N 11.3471 -22.0680 13.7483
N 8.0956 -31.8040 19.7224
N 10.0142 -26.0511 17.4719
C 1.6172 -25.9329 15.7056
C 2.2870 -25.7754 14.3583
C 6.6074 -28.1805 20.8405
C 7.2860 -31.6430 9.6654
C 6.2848 -23.2996 18.3438
C 0.8907 -31.4718 16.1487
C 6.7225 -26.7380 21.4818
C 3.0716 -24.2075 15.6634
C 1.6646 -29.7553 11.5985
C 6.9842 -32.0296 19.4838
C 4.9070 -22.8976 18.8590
C 0.2889 -29.3720 15.5066
C 9.9259 -25.3074 19.9999
C 1.2225 -28.8549 20.3585
C 6.3125 -23.1960 20.5663
C 5.9197 -26.8182 16.9588
C 9.9792 -25.7293 18.5980
C 5.8827 -25.2392 11.5225
C 10.8230 -27.6809 13.1059
C 4.5628 -27.1736 20.8974
C 0.5261 -27.5078 20.0883
C 6.8659 -30.7466 10.7554
C 5.5651 -32.3028 19.0870
C 7.0146 -33.7034 13.6617
C 9.4725 -27.7993 11.3293
C 10.0964 -23.8910 15.0682
C 10.7976 -22.8798 14.3594
C 2.9696 -29.6661 12.1672
C 2.0142 -30.5017 16.3951
C 10.9438 -29.0560 12.5414
C 3.9920 -36.4030 18.3233
C -0.8648 -29.2073 19.5581
C 3.1533 -34.3988 18.5136
C 6.0724 -26.5133 12.2508
C 2.2706 -35.2378 17.5591
H 9.0541 -23.5799 15.1387
H 11.7602 -27.1920 12.8398
H 9.3833 -24.4012 20.2691
H 1.0397 -30.5188 12.0619
H 1.2923 -32.3803 15.6999
H 10.1085 -24.8335 14.5209
H 1.3039 -35.5898 17.9193
H 6.4780 -31.6451 8.9338
H 0.3372 -31.7896 17.0322
H 2.4752 -26.8020 14.0442
H 7.3676 -28.3640 20.0812
H 2.5638 -33.8077 19.2145
H 7.3304 -26.7607 22.3862
H 1.9229 -26.8390 16.2287
H 0.5292 -25.9844 15.6620
H 8.2189 -31.4385 9.1402
H 7.4318 -32.6574 10.0366
H 10.9197 -25.3000 20.4477
H 9.3207 -26.0929 20.4524
H 8.9078 -27.9129 16.0102
H 1.2007 -28.8317 11.9448
H 8.0921 -29.5378 13.3945
H 2.2370 -29.0115 19.9919
H 3.7105 -33.6489 17.9522
H 4.2676 -23.7512 18.6342
H 2.3102 -30.5902 17.4404
H 6.2509 -23.8843 17.4246
H 4.9590 -25.3786 10.9610
H 6.6290 -24.7541 10.8933
H 10.4860 -24.1915 16.0408
H 10.5752 -27.6085 14.1648
H 5.5945 -24.5391 12.3067
H 7.1947 -26.1044 20.7310
H 0.6299 -26.6655 20.7723
H 4.7899 -31.6668 19.5143
H 1.0854 -29.1979 21.3840
H 5.6182 -32.4288 18.0056
H 4.5003 -21.9320 18.5587
H 5.3885 -33.2694 19.5588
H 11.9516 -29.4649 12.4691
H 1.6966 -29.7497 10.5090
```

## Properties
2S+1	7
<S²>	12.06
E_LUMO (spin up / spin down)	-1.522 / -1.443	eV
gap between HOMO and LUMO (spin up / spin down)	6.8 / 7.4	eV
maximum force	13.7	eV/A
electronic energy	-9737.5909	hartree

=====

Which value of maximum force does entry 2 give?
0.5 eV/A

=====

The highest maximum force belongs to which entry?
C35H41Cr2F13Mg2N6O37P2S2